Below is one molecule with the formula C27H28N4O4 in a non-equilibrium geometry, with properties calculated with ωB97M-V with the def2-TZVPD basis set.

E in Eh: -1565.65330
M in g/mol: 472.54
SMILES: Cc1noc(C)c1-c1ccc(N(C(=O)c2ccco2)[C@H](C(=O)NC(C)(C)C)c2cccnc2)cc1
Frontier orbital gap in Eh: 0.3348
Energy above the lowest of the compared OMol25 structures with the same formula, charge and spin in kcal per mole: 57.7
Multiplicity: 1

Last column: natural (NBO) charge in e.
Positions of all 63 atoms, in Å:
C -5.132844 -1.633214 2.627155  -0.65
C -5.633222 -0.848758 1.471520  0.16
N -6.909864 -0.678943 1.263081  -0.13
O -7.052088 0.057564 0.134420  -0.27
C -5.841552 0.332182 -0.375246  0.35
C -5.768351 1.149514 -1.610743  -0.67
C -4.876099 -0.214940 0.436057  -0.16
C -3.428427 -0.168183 0.272489  -0.05
C -2.852855 -0.363478 -0.981714  -0.21
C -1.483366 -0.312460 -1.142210  -0.16
C -0.664008 -0.050573 -0.050161  0.12
N 0.745155 -0.012858 -0.206063  -0.47
C 1.357044 0.780117 -1.132534  0.65
O 2.505746 0.603083 -1.498846  -0.61
C 0.591657 1.943293 -1.610824  0.14
C 0.873801 2.736101 -2.695042  -0.22
C -0.113469 3.743089 -2.714668  -0.32
C -0.914870 3.499505 -1.639468  0.12
O -0.500634 2.419090 -0.966933  -0.39
C 1.455593 -1.182357 0.324110  -0.14
C 2.907598 -0.863120 0.743678  0.72
O 3.790281 -1.682240 0.630189  -0.62
N 3.026255 0.329642 1.354760  -0.63
C 4.300913 0.944323 1.737719  0.13
C 5.231139 0.992706 0.524063  -0.63
C 3.985581 2.359107 2.221229  -0.61
C 4.928299 0.120756 2.864219  -0.62
C 1.374023 -2.318671 -0.663599  -0.09
C 2.256430 -2.434762 -1.731558  -0.13
C 2.080609 -3.477447 -2.626692  -0.26
C 1.023198 -4.351381 -2.428780  0.04
N 0.172214 -4.242537 -1.422056  -0.42
C 0.350821 -3.255886 -0.563782  0.05
C -1.227244 0.130576 1.206172  -0.16
C -2.597453 0.072057 1.364199  -0.21
H -4.885390 -0.970382 3.455709  0.22
H -4.240692 -2.189256 2.347632  0.23
H -5.908088 -2.317233 2.960310  0.24
H -6.551200 1.904561 -1.595491  0.24
H -5.922195 0.523960 -2.490076  0.23
H -4.794436 1.626500 -1.683927  0.23
H -3.482435 -0.582815 -1.830089  0.22
H -1.038121 -0.474910 -2.113291  0.22
H 1.684981 2.596679 -3.378982  0.24
H -0.211486 4.537453 -3.425228  0.23
H -1.777712 4.009615 -1.258236  0.21
H 0.928367 -1.476228 1.241551  0.24
H 2.234095 0.952265 1.321383  0.40
H 6.133777 1.548733 0.762155  0.20
H 4.726154 1.466548 -0.314658  0.22
H 5.502517 -0.016580 0.229810  0.24
H 4.896751 2.851151 2.549823  0.22
H 3.550091 2.948399 1.416045  0.21
H 3.289667 2.333783 3.058024  0.21
H 5.885020 0.548156 3.150988  0.21
H 4.274958 0.104747 3.734039  0.20
H 5.084815 -0.898967 2.525215  0.24
H 3.057199 -1.723137 -1.852948  0.25
H 2.750600 -3.605084 -3.462721  0.22
H 0.840567 -5.177239 -3.104185  0.19
H -0.367356 -3.209249 0.247418  0.19
H -0.591326 0.329388 2.056700  0.21
H -3.029128 0.238272 2.338860  0.22

Forces on the atoms, in the same order (eV/Å):
C -0.134 0.022 0.092
C -0.165 0.321 -0.570
N -0.116 -0.671 1.028
O 0.244 0.432 -0.746
C 0.691 -0.235 0.540
C -0.219 -0.143 0.085
C -0.865 0.265 -0.359
C 0.086 0.029 -0.108
C 0.014 0.033 0.125
C 0.213 -0.038 0.152
C -0.598 -0.140 -0.001
N 0.080 0.008 0.410
C -0.066 0.169 0.156
O -0.108 -0.039 -0.206
C 0.533 0.541 -0.985
C -0.053 -0.601 0.612
C -0.373 0.011 0.357
C 0.104 0.470 -0.574
O 0.019 -0.053 0.302
C 0.309 -0.377 -0.272
C -0.636 0.135 0.251
O 0.255 -0.226 -0.093
N -0.060 0.390 0.264
C 0.290 -0.070 0.121
C -0.121 -0.042 0.076
C 0.004 -0.272 -0.097
C -0.059 0.077 -0.153
C 0.010 -0.119 0.051
C -0.049 -0.141 -0.083
C -0.035 0.127 0.081
C 0.117 -0.020 -0.168
N -0.376 -0.414 -0.032
C 0.206 0.337 0.168
C 0.117 -0.068 -0.157
C 0.014 -0.020 -0.077
H 0.071 -0.024 0.071
H 0.033 -0.059 0.041
H 0.005 -0.071 0.054
H 0.001 0.085 -0.035
H 0.019 0.022 -0.087
H 0.031 0.030 -0.021
H -0.072 -0.047 -0.084
H 0.057 -0.041 -0.085
H 0.206 -0.083 -0.095
H -0.084 0.191 -0.111
H -0.119 -0.004 0.132
H 0.100 0.093 -0.166
H -0.004 -0.128 -0.085
H 0.125 0.075 0.055
H -0.015 0.084 -0.079
H 0.071 -0.048 -0.061
H 0.084 0.044 0.024
H -0.053 0.103 -0.096
H -0.079 0.012 0.107
H 0.143 0.066 0.061
H -0.062 0.019 0.105
H 0.049 -0.072 0.018
H 0.055 -0.005 0.011
H 0.049 -0.032 -0.076
H 0.076 -0.041 -0.106
H -0.005 0.096 0.138
H 0.096 0.043 0.074
H -0.054 0.018 0.103